[1]
# H23O11

A 11-piece molecular cluster, H23O11 overall in a non-equilibrium geometry (ωB97M-V/def2-TZVPD, the OMol25 dataset).

Geometry as ORCA input:
```
! RIJCOSX wB97M-V def2-TZVPD def2/J DEFGRID3
* xyz 1 1
O 1.76858 -1.21460 -3.94791
H 1.50097 -1.40864 -4.85627
H 2.26683 -2.02391 -3.78192
O 0.13170 2.74160 0.35740
H 0.42543 3.34265 -0.33182
H 0.59414 2.90731 1.17881
O -2.70407 1.66570 1.60858
H -1.35331 0.06306 -1.81023
H -1.24049 -0.21005 2.09318
O 3.15803 1.33399 0.87958
H 2.38372 1.91683 0.76485
H 2.73304 0.60406 0.29050
O 2.60575 -0.28030 2.61611
H 2.84668 -0.55080 3.50491
H 2.92483 0.74261 1.78334
O -2.36741 -2.10050 -0.13841
H -3.04972 -2.48677 0.41902
H -2.82601 2.19746 0.82269
O -0.46340 -0.73156 2.35414
H -2.03817 2.06372 2.17152
O -3.38923 2.11983 -2.21486
H -3.97217 2.71588 -1.73768
H -2.93771 2.64818 -2.87752
O 1.65313 -0.23245 -0.41504
H 0.72161 0.04220 -0.62770
H 1.64283 -1.04564 -0.93774
O -0.49924 -0.31859 -1.83531
H -0.38792 -2.60454 0.32862
H 0.01352 -0.21947 -2.64635
O 0.20916 -3.09341 0.91016
H -2.67629 -1.25294 -0.46630
H -0.00482 -4.02687 0.84297
H 2.11664 -0.99110 2.17444
H -0.64829 -1.37207 1.65347
*
```

Computed properties:
- calculated total energy (hartree) = -841.17517
- energy above the lowest of the compared OMol25 structures with the same formula, charge and spin (kcal/mol) = 67.15
- HOMO (Ha) = -0.509

[2]
# H23O12

H23O12 as an isolated structure in a non-equilibrium geometry (ωB97M-V/def2-TZVPD, the OMol25 dataset).

Geometry as ORCA input:
```
! RIJCOSX wB97M-V def2-TZVPD def2/J DEFGRID3
* xyz -1 1
O 1.18276 2.77933 1.70397
H 0.72455 3.56524 1.80306
H 1.08715 2.20568 2.46039
O 2.84218 -0.21920 2.87389
H 3.36387 0.18632 2.19545
H 2.11306 -0.38968 2.24101
O -0.20058 -0.40964 -4.11213
H -0.45476 0.33120 -3.47356
O -1.38541 -2.75472 -1.49572
H -0.71349 -2.12484 -1.32877
H -1.64961 -2.69149 -2.39519
O -0.23881 -0.70730 1.13852
H -0.85154 -1.49335 1.26098
H 0.43347 -1.30790 0.30509
O 1.35060 0.61960 -1.88317
H 0.61190 0.90414 -1.49295
H 0.58475 -0.61198 -3.74500
O -0.71588 1.38410 -0.36709
H -0.83431 2.16793 0.16734
H -0.70030 0.53290 0.27149
O 0.95285 -1.73939 -0.73160
H 1.57702 -2.28772 -0.34416
H 1.39363 -0.40920 -1.68657
O -3.51035 0.81705 -0.75217
H -2.68055 0.99730 -0.19770
H -3.44329 -0.14888 -0.82906
O 3.03923 1.95077 -0.25043
H 2.54901 1.53465 -0.90985
H 2.31600 2.13499 0.38410
O -3.46785 -2.00957 -0.18893
H -2.63929 -2.25424 -0.62015
H -3.28908 -1.38003 0.52703
O 0.18234 0.67170 3.16282
H -0.04587 0.13114 2.43026
H 0.51659 0.02509 3.87879
*
```

Computed properties:
- calculated total energy (hartree) = -916.73359
- energy above the lowest of the compared OMol25 structures with the same formula, charge and spin (kcal/mol) = 55.73
- HOMO (Ha) = -0.266

[3]
# H23O12

A 12-piece molecular cluster, H23O12 overall in a non-equilibrium geometry (ωB97M-V/def2-TZVPD, the OMol25 dataset).

Geometry as ORCA input:
```
! RIJCOSX wB97M-V def2-TZVPD def2/J DEFGRID3
* xyz -1 1
O -1.35161 -2.41435 1.01360
H 0.00076 4.34829 -0.54044
H -1.10982 0.07420 2.26846
O 3.68132 -1.02413 0.17788
H 3.35368 -0.20599 0.21864
H 3.82707 -1.55531 0.92045
O -0.29498 -1.41556 -0.90282
H 0.26403 -0.84632 -0.37221
O -2.01575 -0.02632 2.16289
H -0.83919 2.28580 2.29249
H -2.13901 -0.69905 1.45818
O 1.01136 4.54711 -0.38528
H 3.44122 3.80724 -0.47230
H -2.15922 -3.49158 1.80657
O 1.17027 -3.50631 -2.08571
H 0.03947 1.09242 -1.69088
H 0.80400 1.28847 1.20914
O -1.23424 3.09218 2.62493
H -1.85572 3.03892 3.27586
H 0.47968 -2.93945 -2.14399
O -2.16554 -1.46037 -3.67088
H -2.71868 -1.72805 -2.94799
H -1.32928 -1.54414 -3.21685
O 3.26957 3.56156 -1.32984
H 2.27882 3.43496 -1.13140
H -3.57477 -3.70592 1.44899
O -0.37739 1.80820 -1.34313
H -0.66871 -2.48061 1.53411
H 1.52840 0.28629 0.42320
O 1.30399 0.54281 1.29057
H -1.34829 1.57796 -1.16695
H 1.18826 -3.65765 -1.10917
O -2.93802 -3.88307 2.13317
H -0.89260 -1.84931 -0.07672
H 0.95805 4.89472 0.52978
*
```

Computed properties:
- calculated total energy (hartree) = -916.63782
- energy above the lowest of the compared OMol25 structures with the same formula, charge and spin (kcal/mol) = 115.83
- HOMO (Ha) = -0.215

[4]
# H23O12

A 12-piece molecular cluster, H23O12 overall in a non-equilibrium geometry (ωB97M-V/def2-TZVPD, the OMol25 dataset).

Geometry as ORCA input:
```
! RIJCOSX wB97M-V def2-TZVPD def2/J DEFGRID3
* xyz -1 1
O -0.07057 0.57131 0.31446
H -0.00157 -0.31969 -0.03754
O 1.45343 1.39131 2.39946
H 1.84143 2.17131 1.95246
H 0.82543 1.02531 1.78846
O -1.19557 -0.35969 2.52846
H -0.61157 -0.18069 3.28946
H -0.78057 0.09231 1.77246
O -2.32957 -1.10369 -2.59654
H -2.88157 -1.17669 -1.81354
H -1.62957 -0.50869 -2.41954
O 1.55643 -1.86269 -2.26454
H 1.11743 -1.80769 -3.12554
H 0.83643 -2.17769 -1.70954
O -0.17357 -2.59269 -0.44654
H 0.29543 -3.45469 -0.33054
H -1.09657 -2.77769 -0.23854
O -0.23457 0.74331 -2.41154
H 0.65243 0.50131 -2.58554
H -0.24357 0.78431 -1.45154
O 0.97143 2.85831 -0.66054
H 1.53643 3.24531 -0.00954
H 0.69143 2.10731 -0.18354
O 1.57143 -1.85869 2.09046
H 1.54043 -2.77269 2.46846
H 1.06043 -1.74969 1.32946
O -2.62157 0.31131 -0.09054
H -1.70957 0.43931 0.05946
H -2.87857 1.12731 -0.45754
O 2.45543 -0.03869 -0.53654
H 2.16843 -0.62269 -1.24154
H 1.65743 0.26931 -0.07854
O -1.62957 2.51831 1.69246
H -1.13057 3.34931 1.70946
H -1.01257 1.85831 1.29446
*
```

Computed properties:
- calculated total energy (hartree) = -916.72807
- energy above the lowest of the compared OMol25 structures with the same formula, charge and spin (kcal/mol) = 59.19
- HOMO (Ha) = -0.251